DFT (ωB97M-V with the def2-TZVPD basis set) results for an isolated molecule of C5H10N2O in a non-equilibrium geometry.

Atoms and positions in Å:
1 C -2.175 -0.709 1.301
2 O -1.544 -1.458 0.298
3 C -0.479 -1.022 -0.259
4 C 0.465 -1.871 -1.099
5 N -0.098 0.179 0.052
6 N 1.025 0.716 -0.622
7 C 0.774 2.129 -0.708
8 C 1.703 1.633 0.265
9 H -1.505 -0.429 2.205
10 H -2.838 0.189 1.049
11 H -2.810 -1.508 1.715
12 H 0.128 -2.938 -1.159
13 H 0.467 -1.367 -2.084
14 H 1.490 -1.851 -0.507
15 H -0.161 2.469 -0.320
16 H 1.079 2.612 -1.631
17 H 1.564 1.446 1.389
18 H 2.913 1.780 0.114

energy relative to the best compared isomer or geometry (same formula, charge and spin)	412.9	kJ/mol
LUMO energy	1.01	eV
E_HOMO	-8.53	eV
DFT total energy	-381.1282	Ha

Here are the Mulliken charges for atoms 1 to 2, given in e: -0.679 -0.397